A structure of composition C28H26Br2N2O2Sn, computed with wB97M-V/def2-TZVPD.

Last column: natural (NBO) charge in e.
Element x y z (Å)
Sn: 1.275 0.850 -2.315  1.463
Br: 3.679 2.680 -3.381  0.092
C: 3.658 3.966 -1.917  -0.504
Br: 1.863 4.255 -1.268  0.078
H: 4.048 4.910 -2.293  0.258
H: 4.254 3.563 -1.103  0.254
C: -3.889 -1.493 -1.707  -0.007
C: -4.304 -0.334 -2.353  -0.223
C: -3.439 0.724 -2.514  -0.117
C: -2.113 0.649 -2.021  0.077
C: -1.700 -0.555 -1.402  -0.071
C: -2.579 -1.600 -1.244  -0.216
N: -1.213 1.650 -2.198  -0.300
C: -1.637 2.937 -2.276  0.065
C: -0.954 3.859 -3.103  -0.076
C: -1.366 5.168 -3.175  -0.222
C: -2.442 5.616 -2.406  -0.043
C: -3.100 4.732 -1.556  -0.209
C: -2.717 3.414 -1.491  -0.133
H: -4.577 -2.309 -1.570  0.253
H: -5.308 -0.265 -2.747  0.261
H: -3.736 1.592 -3.081  0.247
H: -0.697 -0.615 -0.985  0.240
H: -2.254 -2.498 -0.740  0.269
H: -0.150 3.491 -3.733  0.229
H: -0.872 5.854 -3.845  0.257
H: -2.762 6.647 -2.467  0.256
H: -3.909 5.083 -0.935  0.258
H: -3.185 2.740 -0.791  0.245
C: -2.443 -4.364 2.087  -0.643
C: -1.503 -3.205 2.005  -0.003
C: -1.996 -1.911 2.151  -0.272
C: -1.152 -0.805 2.117  -0.200
C: 0.201 -0.976 1.967  -0.289
C: 0.733 -2.273 1.820  0.178
N: 2.082 -2.483 1.823  -0.574
C: 3.123 -1.589 1.939  0.222
C: 4.148 -1.963 2.824  -0.234
C: 5.165 -1.092 3.149  -0.135
C: 5.187 0.183 2.599  -0.240
C: 4.245 0.529 1.650  -0.140
C: 3.226 -0.347 1.274  -0.207
C: 2.438 0.014 0.081  0.787
O: 1.759 -0.832 -0.552  -0.758
O: 2.512 1.207 -0.363  -0.830
C: -0.134 -3.401 1.799  0.006
C: 0.353 -4.793 1.565  -0.655
H: -3.467 -4.019 2.201  0.222
H: -2.201 -4.978 2.953  0.238
H: -2.387 -4.999 1.205  0.217
H: -3.053 -1.763 2.316  0.212
H: -1.557 0.185 2.264  0.210
H: 0.862 -0.126 2.030  0.215
H: 2.346 -3.439 2.045  0.404
H: 4.100 -2.937 3.290  0.223
H: 5.931 -1.389 3.849  0.236
H: 5.954 0.883 2.881  0.232
H: 4.293 1.490 1.162  0.221
H: 1.424 -4.883 1.407  0.209
H: -0.140 -5.195 0.679  0.229
H: 0.074 -5.440 2.397  0.236

- LUMO level (spin up / spin down) (eV) = -9.760 / -9.751
- energy above the lowest of the compared OMol25 structures with the same formula, charge and spin (kJ/mol) = 82.6
- frontier orbital gap (spin up / spin down) (eV) = 2.045 / 2.058
- net charge = +2